--- A ---
Formula: CH7NO
Source: the Open Molecules 2025 dataset
Level of theory: the ωB97M-V functional and the def2-TZVPD basis

Positions of all 10 atoms, in Å:
C: 0.44972 0.08046 -1.92553
H: 0.54938 -0.90618 2.05373
H: -1.57772 -0.28898 1.69167
H: -0.80009 0.77845 2.74139
H: 0.74911 1.14782 -1.88850
H: 1.36259 -0.48106 -2.10182
H: -0.23294 -0.20284 -2.69388
H: -0.02479 -0.23723 -0.97052
N: -0.78798 0.38949 1.74349
O: 0.31270 -0.27991 1.34996

Properties
**SMILES**: NO.C
**HOMO energy**: -9.68 eV
**Net charge**: 0

=====

--- B ---
Formula: CH7NO
Source: the Open Molecules 2025 dataset
Level of theory: the ωB97M-V functional and the def2-TZVPD basis

Positions of all 10 atoms, in Å:
C: -0.45915 -0.22157 2.01459
N: 0.26412 -1.46190 1.63673
H: -0.97488 0.33780 1.22377
H: 0.27535 0.48317 2.41632
H: -1.27853 -0.42276 2.69672
H: -0.18656 -2.16392 2.19911
H: 0.06965 -1.73688 0.68135
H: 0.98148 2.46292 -4.35460
H: 0.73959 1.00364 -4.57165
O: 0.56893 1.71950 -3.94235

Properties
**SMILES**: CN.O
**HOMO energy**: -9.43 eV
**Net charge**: 0

=====

--- C ---
Formula: CH7NO
Source: the Open Molecules 2025 dataset
Level of theory: the ωB97M-V functional and the def2-TZVPD basis

Positions of all 10 atoms, in Å:
C: -0.42541 -1.44872 0.60675
N: -0.75673 0.06241 0.34947
H: -0.22943 -2.02139 -0.33135
H: -1.37769 -1.94049 1.12352
H: 0.36448 -1.37382 1.40028
H: -0.09132 0.46260 -0.18958
H: -1.62854 0.13289 0.02496
H: 2.02360 1.56218 -1.21205
H: 0.99421 2.47356 -0.41156
O: 1.12683 2.09078 -1.36045

Properties
**SMILES**: CN.O
**HOMO energy**: -9.20 eV
**Net charge**: 0

=====

Most stable structure: B

=====

--- A ---
Formula: C24H56N8O8
Source: the Open Molecules 2025 dataset
Level of theory: the ωB97M-V functional and the def2-TZVPD basis

Positions of all 96 atoms, in Å:
C: -9.76173 -4.78189 -5.40721
O: -10.93990 -4.38237 -4.99754
N: -8.71984 -3.93563 -5.46858
C: -7.44601 -4.57348 -5.75348
C: -8.87925 -2.60041 -5.07490
H: -9.53562 -5.81173 -5.72424
H: -6.90381 -3.96115 -6.47401
H: -7.48355 -5.53026 -6.27432
H: -6.89897 -4.80902 -4.84060
H: -8.48195 -2.43313 -4.07377
H: -8.29751 -1.94195 -5.71997
H: -9.88440 -2.17911 -5.09138
C: 0.13162 -7.07821 3.02665
O: 0.59433 -8.10038 2.74256
N: 0.62687 -5.76164 2.96441
C: -0.03326 -4.68728 3.69765
C: 1.78597 -5.65631 2.13060
H: -0.84546 -7.04834 3.53323
H: 0.73358 -4.31018 4.37429
H: -0.97010 -4.87494 4.22226
H: -0.37176 -3.86759 3.06390
H: 2.73297 -5.88677 2.61863
H: 1.62814 -6.25349 1.23251
H: 1.79446 -4.68207 1.64184
C: -4.43813 0.31758 7.45344
O: -3.61568 0.94281 6.76745
N: -4.32201 -0.03523 8.74658
C: -5.28126 -0.83623 9.50386
C: -3.09953 0.40752 9.51997
H: -5.47594 0.06005 7.19109
H: -6.13862 -0.94801 8.84014
H: -5.55250 -0.34601 10.43886
H: -4.74870 -1.71951 9.85642
H: -2.44570 1.17889 9.11304
H: -3.29887 0.64977 10.56385
H: -2.56452 -0.52929 9.67567
C: 8.07909 6.45105 2.18869
O: 8.92951 6.12652 1.31879
N: 8.13835 7.63139 2.90431
C: 7.38038 7.63677 4.13350
C: 9.01680 8.69272 2.66579
H: 7.17469 5.91669 2.51839
H: 8.02016 8.06070 4.90749
H: 7.13800 6.64946 4.52667
H: 6.48141 8.22913 3.96299
H: 8.46043 9.61159 2.48080
H: 9.58717 9.05436 3.52135
H: 9.46899 8.44120 1.70643
C: 6.82763 10.38735 -5.37953
O: 7.16361 11.47954 -4.93704
N: 5.88657 9.58020 -4.77932
C: 5.32688 8.40480 -5.47440
C: 5.13389 10.15807 -3.65537
H: 7.40691 9.81154 -6.11782
H: 4.91289 7.68734 -4.76590
H: 6.05389 7.85182 -6.06918
H: 4.47544 8.70892 -6.08322
H: 4.06488 9.97119 -3.75739
H: 5.51442 9.75885 -2.71519
H: 5.23707 11.21973 -3.43103
C: 6.45836 -4.78938 -4.48378
O: 5.47286 -5.51634 -4.49597
N: 6.74139 -3.74781 -5.29425
C: 8.08830 -3.06224 -5.30754
C: 5.69344 -3.34115 -6.25241
H: 7.22150 -5.13080 -3.76737
H: 7.85976 -2.01714 -5.09866
H: 8.61493 -2.98437 -6.25870
H: 8.97415 -3.29874 -4.71808
H: 4.68395 -3.68060 -6.02043
H: 5.55999 -2.26159 -6.18296
H: 5.91332 -3.36695 -7.31968
C: -1.18875 0.51084 -1.35166
O: -1.60925 -0.28470 -2.18977
N: 0.12356 0.83089 -1.46206
C: 0.82505 1.75259 -0.52774
C: 0.97885 0.54112 -2.63371
H: -1.83118 1.10162 -0.68050
H: 1.18196 2.69319 -0.94725
H: 1.72933 1.22472 -0.22488
H: 0.27228 1.97420 0.38518
H: 1.61191 -0.31347 -2.39495
H: 0.27666 0.39308 -3.45415
H: 1.61114 1.40254 -2.84884
C: -8.73136 -5.64130 3.60033
O: -7.77047 -6.21608 4.09274
N: -8.71600 -4.98941 2.44340
C: -9.90289 -4.72649 1.59451
C: -7.55450 -4.66736 1.67063
H: -9.75684 -5.84081 3.94788
H: -9.69984 -5.46929 0.82306
H: -9.92223 -3.69237 1.25053
H: -10.74414 -5.10094 2.17776
H: -6.67493 -5.23413 1.97595
H: -7.63609 -4.98641 0.63156
H: -7.62702 -3.58042 1.63314

Properties
**SMILES**: CN(C)C=O.CN(C)C=O.CN(C)C=O.CN(C)C=O.CN(C)C=O.CN(C)C=O.CN(C)C=O.CN(C)C=O
**HOMO energy**: -9.13 eV
**Net charge**: 0

=====

--- B ---
Formula: C24H56N8O8
Source: the Open Molecules 2025 dataset
Level of theory: the ωB97M-V functional and the def2-TZVPD basis

Positions of all 96 atoms, in Å:
C: -17.63414 1.29919 -19.93930
O: -17.07645 1.23883 -18.86234
N: -17.90854 2.42777 -20.63228
C: -18.45737 2.37428 -21.96564
C: -17.83090 3.74443 -20.01506
H: -18.05671 0.41260 -20.44109
H: -19.53094 2.58410 -21.97874
H: -18.29104 1.37153 -22.36532
H: -17.95857 3.07773 -22.63312
H: -17.52567 3.69280 -18.97872
H: -17.24472 4.41354 -20.64898
H: -18.83710 4.19208 -20.02365
C: -19.23544 -4.93185 -19.90842
O: -19.88083 -5.92799 -20.15539
N: -19.71056 -3.80246 -19.34590
C: -18.86934 -2.64789 -19.14406
C: -21.07165 -3.71046 -18.91475
H: -18.15809 -4.87983 -20.15097
H: -17.98644 -2.70138 -19.78879
H: -18.59445 -2.43486 -18.11236
H: -19.33884 -1.76187 -19.58939
H: -21.60411 -2.92997 -19.46975
H: -21.59618 -4.63278 -19.16093
H: -21.16686 -3.53233 -17.84358
C: -13.98660 1.23616 -18.20403
O: -13.25407 0.39329 -17.70855
N: -13.81206 2.55503 -17.98624
C: -12.72044 2.92734 -17.09122
C: -14.49727 3.54691 -18.81526
H: -14.81210 0.95211 -18.86615
H: -12.94904 2.45731 -16.13203
H: -12.70966 4.00734 -16.99414
H: -11.79039 2.46110 -17.41490
H: -15.03883 3.05265 -19.61374
H: -15.13441 4.14960 -18.16719
H: -13.75061 4.21163 -19.25901
C: -15.52054 -0.74192 -27.63063
O: -15.57254 -0.84874 -28.83177
N: -16.55643 -0.48226 -26.80341
C: -17.85758 -0.16600 -27.31682
C: -16.41568 -0.42072 -25.36629
H: -14.56584 -0.87169 -27.08080
H: -18.18781 0.79826 -26.92555
H: -18.59525 -0.93351 -27.06673
H: -17.87542 -0.13076 -28.40333
H: -16.61754 0.59292 -25.00317
H: -17.21019 -1.01609 -24.89805
H: -15.46884 -0.81996 -25.01861
C: -20.43929 -1.57813 -24.82483
O: -21.38098 -0.82284 -24.95995
N: -19.87434 -1.90700 -23.63835
C: -18.85481 -2.94393 -23.58430
C: -20.43160 -1.38511 -22.41678
H: -19.93064 -2.05597 -25.67551
H: -18.00767 -2.59308 -22.99498
H: -18.46949 -3.04148 -24.60046
H: -19.24640 -3.89351 -23.21811
H: -19.66348 -1.13770 -21.68010
H: -20.97526 -0.47891 -22.66051
H: -21.03008 -2.18793 -21.97214
C: -8.83557 -4.65060 -18.35507
O: -8.36672 -5.23999 -17.40355
N: -9.24950 -5.23001 -19.50814
C: -10.01846 -4.51379 -20.47813
C: -9.17905 -6.67219 -19.63901
H: -8.98826 -3.55818 -18.31937
H: -9.66136 -4.71828 -21.49325
H: -9.98735 -3.43420 -20.34114
H: -11.07049 -4.82910 -20.48140
H: -10.07083 -7.00579 -20.18279
H: -8.35454 -6.96910 -20.29082
H: -9.16100 -7.13165 -18.65877
C: -10.86140 2.23679 -20.29523
O: -9.81401 2.73039 -19.94054
N: -11.01460 1.43027 -21.36996
C: -9.85736 1.01682 -22.13868
C: -12.26974 0.79408 -21.66613
H: -11.80032 2.50799 -19.78344
H: -10.11874 0.90432 -23.18918
H: -9.37695 0.13147 -21.72029
H: -9.13300 1.83248 -22.09761
H: -12.70518 1.15943 -22.60137
H: -12.15157 -0.29235 -21.70138
H: -13.03225 0.97200 -20.90276
C: -15.54751 -1.87722 -21.85855
O: -16.52433 -1.13783 -21.85242
N: -14.89574 -2.33153 -20.77790
C: -13.65664 -3.07026 -20.93951
C: -15.16357 -1.84346 -19.44034
H: -15.16789 -2.30468 -22.80102
H: -13.52135 -3.72238 -20.07421
H: -12.81192 -2.37674 -20.80829
H: -13.57362 -3.58818 -21.88742
H: -15.24875 -2.66219 -18.72834
H: -14.38427 -1.15333 -19.10286
H: -16.10172 -1.29185 -19.48786

Properties
**SMILES**: CN(C)C=O.CN(C)C=O.CN(C)C=O.CN(C)C=O.CN(C)C=O.CN(C)C=O.CN(C)C=O.CN(C)C=O
**HOMO energy**: -9.51 eV
**Net charge**: 0

=====

Most stable structure: B

=====

--- A ---
Formula: C2H3ClO2S
Source: the Open Molecules 2025 dataset
Level of theory: the ωB97M-V functional and the def2-TZVPD basis

Positions of all 9 atoms, in Å:
C: -1.23937 -0.41077 0.24274
C: -0.84493 -1.56774 0.14182
O: 1.80172 -0.85130 -1.95083
O: 0.37076 1.08070 -1.82656
S: 0.46100 -0.32651 -2.14730
Cl: 0.49987 2.54463 2.35194
H: -1.75922 0.40950 -0.01000
H: 0.76012 1.38844 2.85214
H: -0.04996 -2.26694 0.34604

Properties
**HOMO energy**: -11.04 eV
**Net charge**: 0

=====

--- B ---
Formula: C2H3ClO2S
Source: the Open Molecules 2025 dataset
Level of theory: the ωB97M-V functional and the def2-TZVPD basis

Positions of all 9 atoms, in Å:
C: 0.66589 -0.01873 -0.81331
C: -0.27214 0.46642 0.18698
O: -0.45696 -2.37338 0.22848
O: 0.16979 0.41120 1.56675
S: -0.82317 -1.22655 -0.56963
Cl: -1.22170 1.74447 -0.38058
H: 0.52447 0.43761 -1.80611
H: 1.55984 -0.57258 -0.59120
H: -0.14602 1.13154 2.17863

Properties
**HOMO energy**: -9.05 eV
**Net charge**: 0

=====

Most stable structure: B

=====

--- A ---
Formula: C3H4N2O2
Source: the Open Molecules 2025 dataset
Level of theory: the ωB97M-V functional and the def2-TZVPD basis

Positions of all 11 atoms, in Å:
N: 0.13384 -1.55950 0.14038
C: 1.29486 0.25543 -0.07547
C: 0.23697 -0.30294 0.85015
O: -0.98209 0.43285 0.65375
C: -0.81225 1.22548 -0.42092
O: -1.62767 1.94978 -0.90938
N: 0.53573 1.04289 -0.83472
H: -0.80796 -1.86235 -0.05071
H: 0.77776 -2.27850 0.43093
H: 0.41633 -0.34140 1.93066
H: 0.83449 1.43826 -1.71468

Properties
**HOMO energy**: -9.45 eV
**Net charge**: 0

=====

--- B ---
Formula: C3H4N2O2
Source: the Open Molecules 2025 dataset
Level of theory: the ωB97M-V functional and the def2-TZVPD basis

Positions of all 11 atoms, in Å:
C: -0.63620 -0.28648 -0.14180
C: 0.62304 -1.13686 -0.04878
C: 1.64134 -0.32430 0.27979
H: -3.25037 0.58904 -1.23534
H: 0.37188 -2.18535 -0.03270
H: 2.69625 -0.67681 0.30595
H: 1.70844 1.62832 1.24631
N: -1.75889 -0.39388 -0.70454
N: 1.23294 1.01426 0.42477
O: -2.43952 0.85303 -0.58374
O: -0.18891 0.91903 0.49009

Properties
**SMILES**: O/N=c1/cc[nH]o1
**HOMO energy**: -8.28 eV
**Net charge**: 0

=====

--- C ---
Formula: C3H4N2O2
Source: the Open Molecules 2025 dataset
Level of theory: the ωB97M-V functional and the def2-TZVPD basis

Positions of all 11 atoms, in Å:
C: 1.41006 0.26873 -0.24191
C: 1.22477 -0.80154 -0.98252
C: -0.60158 -0.36877 0.03213
H: -0.45409 1.46150 2.01537
H: 2.26879 0.76032 -0.28914
H: 1.66715 -1.26738 -1.85739
H: -2.19901 0.59923 0.76850
N: 0.30705 0.41022 0.51225
N: -1.87399 -0.23178 0.10073
O: -0.33506 1.63912 1.09220
O: 0.02083 -1.31328 -0.81401

Properties
**SMILES**: [H]/N=c1/occn1O
**HOMO energy**: -8.24 eV
**Net charge**: 0

=====

Most stable structure: A

=====

--- A ---
Formula: C3H4N2O2
Source: the Open Molecules 2025 dataset
Level of theory: the ωB97M-V functional and the def2-TZVPD basis

Positions of all 11 atoms, in Å:
C: 1.34771 -0.35358 -0.53435
N: 0.07625 0.08742 -0.01432
N: -0.61443 1.21809 -0.85642
C: -1.51222 0.41253 -0.42589
O: -1.70378 0.29213 1.07143
C: -0.40587 0.05552 1.31185
O: 0.17098 -0.22449 2.31983
H: 1.20690 -0.92351 -1.45566
H: 1.98930 0.50983 -0.72907
H: 1.79526 -0.98973 0.23350
H: -2.35008 -0.08421 -0.92089

Properties
**HOMO energy**: -9.23 eV
**Net charge**: 0

=====

--- B ---
Formula: C3H4N2O2
Source: the Open Molecules 2025 dataset
Level of theory: the ωB97M-V functional and the def2-TZVPD basis

Positions of all 11 atoms, in Å:
N: -1.75348 -0.49491 0.10690
C: -0.47431 0.01542 -0.05302
C: 0.00447 1.25721 0.05638
O: 1.39455 1.20520 0.11425
C: 1.78516 -0.11017 0.01037
O: 2.91626 -0.50620 0.08268
N: 0.61176 -0.83186 -0.14787
H: -2.06555 -1.11690 -0.62418
H: -2.42018 0.25041 0.24084
H: -0.54967 2.15848 0.26420
H: 0.54418 -1.82763 -0.05241

Properties
**SMILES**: Nc1coc(=O)[nH]1
**HOMO energy**: -8.28 eV
**Net charge**: 0

=====

Most stable structure: B

=====

--- A ---
Formula: C2F4
Source: the Open Molecules 2025 dataset
Level of theory: the ωB97M-V functional and the def2-TZVPD basis

Positions of all 6 atoms, in Å:
C: 1.59566 0.29682 -0.17799
C: -1.23819 0.42530 -0.73160
F: 1.49865 0.23077 1.10529
F: 1.59199 -0.95564 -0.53890
F: -1.17420 -0.58410 0.05140
F: -2.40489 1.01704 -0.50679

Properties
**HOMO energy**: -10.86 eV
**Net charge**: 0

=====

--- B ---
Formula: C2F4
Source: the Open Molecules 2025 dataset
Level of theory: the ωB97M-V functional and the def2-TZVPD basis

Positions of all 6 atoms, in Å:
C: -1.29742 -0.26762 0.19405
C: 1.04170 -0.09636 -0.21208
F: -1.37432 -0.68186 1.45305
F: -1.52031 1.06323 0.08508
F: 1.51836 1.01759 -0.65576
F: 1.63199 -1.03497 -0.86435

Properties
**HOMO energy**: -9.99 eV
**Net charge**: 0

=====

Most stable structure: A